122
Properties=species:S:1:pos:R:3:forces:R:3 method="wB97M-V/def2-TZVPD" e_lumo_ev=-2.17 e_above_lowest_kcal_mol=113.04 orbital_gap_ev=7.56 charge=+1 spin_multiplicity=1
C 32.990 29.389 45.712 1.540 -5.533 5.491
C 31.597 29.245 46.217 1.845 1.528 4.553
N 30.822 29.232 45.063 -4.006 0.852 -3.593
C 30.528 28.122 44.203 0.465 0.651 0.589
C 29.770 28.670 43.196 0.170 -2.659 -2.455
N 29.656 30.045 43.312 0.201 -1.134 1.472
C 30.288 30.408 44.478 -0.008 -5.992 -1.374
C 28.894 30.917 42.405 10.194 3.463 11.615
H 32.960 30.087 45.078 0.970 5.778 -4.728
H 33.399 28.477 45.282 -0.552 -0.208 -0.615
H 33.652 29.435 46.585 0.050 1.103 -0.297
H 31.325 30.202 46.952 0.422 -2.421 -2.103
H 31.716 28.366 46.926 -1.656 0.538 -1.220
H 30.968 27.030 44.307 -1.130 2.640 0.026
H 29.452 27.989 42.260 0.463 2.316 2.301
H 30.428 31.358 44.818 0.132 2.397 1.054
H 29.141 32.026 42.818 0.059 -2.160 -1.065
H 28.024 31.028 42.491 -13.228 -0.277 1.856
H 29.133 30.926 41.547 3.783 -0.737 -11.503
N 28.844 33.874 45.592 -2.049 -2.811 2.547
C 29.658 34.627 46.322 -0.182 -0.961 0.306
C 30.041 34.326 47.650 -1.587 -2.898 0.548
C 29.447 33.116 48.320 1.172 4.027 -2.630
C 28.456 32.445 47.585 -0.109 -1.015 3.531
C 28.177 32.827 46.321 0.859 -0.361 -6.102
H 30.013 35.408 45.677 0.756 0.751 0.618
H 30.799 34.913 48.134 0.099 0.139 0.216
H 29.794 32.851 49.311 -0.221 -0.149 -0.123
H 27.903 31.654 48.208 0.716 0.891 -1.692
H 27.679 32.053 45.498 0.547 2.221 2.645
N 28.144 33.778 39.165 0.546 0.726 -1.915
C 28.052 35.048 38.608 -0.054 0.009 3.535
C 28.551 35.511 37.475 2.879 -5.914 -2.516
C 29.362 34.581 36.742 -1.315 1.428 -0.630
C 29.417 33.304 37.180 -1.540 0.298 2.337
C 28.792 32.885 38.365 -0.624 1.621 2.332
H 27.932 35.977 39.188 -1.504 -1.175 1.169
H 28.475 36.446 37.180 -0.385 4.373 -1.131
H 29.862 34.866 35.819 0.059 0.038 0.257
H 30.005 32.583 36.816 2.300 -2.365 -2.149
H 28.991 31.910 38.897 -0.350 0.808 -1.261
N 32.121 31.808 49.634 -1.849 -1.633 0.546
C 32.831 32.863 49.671 4.765 -0.098 -2.005
C 34.252 32.865 49.388 -1.380 -1.936 1.081
C 34.844 31.613 49.421 0.586 -1.107 0.478
C 34.070 30.425 49.603 0.481 1.242 -0.519
C 32.688 30.619 49.598 -0.337 -3.284 0.827
H 32.319 33.723 49.741 -1.597 3.284 0.410
H 34.921 33.679 49.273 -0.106 1.086 0.039
H 35.961 31.495 49.424 -1.179 0.302 -0.294
H 34.631 29.478 49.708 -0.912 0.435 -0.089
H 31.942 29.724 49.731 1.588 1.611 -0.489
C 32.278 23.653 43.643 1.932 1.769 5.548
C 33.067 24.764 44.420 -4.815 -7.832 1.614
C 33.215 24.493 45.801 0.920 1.194 -2.475
C 32.720 23.338 46.373 -1.323 -2.530 2.128
C 31.966 22.378 45.681 0.946 2.875 -1.002
C 31.791 22.505 44.316 2.440 4.050 -1.565
O 31.433 21.403 43.705 -1.883 -3.642 -2.396
O 33.951 25.311 46.597 2.177 2.516 0.228
H 32.337 23.574 42.642 0.034 0.354 -3.474
H 33.546 25.510 43.992 1.938 3.445 -2.196
H 32.918 23.065 47.458 -0.140 0.936 -1.421
H 31.426 21.533 45.916 -0.359 -1.933 2.221
H 31.244 21.191 42.731 0.663 1.764 2.191
H 34.613 26.037 46.185 -2.609 -2.821 0.525
C 25.089 30.501 40.881 1.920 -2.458 5.624
C 24.999 30.323 42.352 1.043 -0.849 -3.560
C 25.701 29.304 42.985 -0.932 -0.023 -1.383
C 26.366 28.395 42.071 1.760 -2.475 1.726
C 26.470 28.611 40.663 1.265 -2.686 2.288
C 25.933 29.754 40.144 0.276 -0.205 -2.210
O 26.179 29.932 38.789 0.238 1.773 -0.495
O 25.599 29.141 44.372 -0.575 -0.039 -0.236
H 24.564 31.244 40.520 -2.498 3.707 -2.069
H 24.317 30.971 42.817 -0.633 0.731 0.956
H 26.947 27.372 42.567 -1.991 3.147 -1.533
H 26.962 27.791 40.000 -0.794 1.831 1.299
H 26.391 30.884 38.535 -0.661 -1.736 0.845
H 24.737 29.501 44.751 1.669 -0.558 -1.232
C 26.707 24.777 43.750 2.859 1.407 -4.228
C 28.016 25.475 43.594 -5.701 -5.024 -7.080
C 28.721 25.352 42.343 -5.024 0.241 0.204
C 27.904 25.088 41.228 -0.902 -2.013 -3.711
C 26.564 24.545 41.304 0.358 -0.275 -1.122
C 26.026 24.330 42.537 -0.097 1.441 3.582
O 24.746 23.835 42.639 0.854 -0.627 -1.618
O 30.002 25.617 42.201 2.269 -0.512 -2.425
H 26.306 24.549 44.691 -0.512 0.113 1.253
H 28.548 25.668 44.334 4.382 1.949 6.963
H 28.269 25.018 40.037 -0.269 0.545 3.482
H 25.858 24.151 40.445 2.040 1.226 1.367
H 24.331 24.051 43.454 -0.253 0.333 1.130
H 30.201 25.236 41.270 0.068 1.176 2.238
C 31.808 30.176 40.546 1.591 -1.199 1.722
C 32.874 29.942 41.673 -2.786 -3.310 -7.884
C 33.727 28.834 41.411 -0.745 1.925 2.234
C 33.578 27.988 40.287 2.275 -0.110 1.502
C 32.563 28.142 39.373 0.374 -0.071 -0.485
C 31.701 29.251 39.425 0.565 1.444 1.105
O 30.812 29.530 38.410 -0.533 0.568 0.949
O 34.661 28.638 42.487 -0.240 -2.724 -2.374
H 31.077 31.031 40.732 1.182 -1.313 -0.743
H 32.678 30.427 42.534 0.254 1.673 2.816
H 34.451 27.254 40.166 -1.746 0.709 -0.053
H 32.556 27.394 38.565 -0.354 0.679 0.176
H 30.944 29.140 37.540 0.581 -0.385 0.443
H 34.973 27.679 42.344 -0.516 2.149 0.420
C 37.799 26.842 45.863 3.420 0.681 0.035
C 38.794 26.963 46.945 -3.267 0.251 -0.976
C 38.481 27.668 48.086 1.915 -2.084 0.634
C 37.252 28.338 48.213 1.395 0.521 1.651
C 36.277 28.246 47.269 7.541 -5.491 -3.952
C 36.514 27.490 46.017 3.715 -0.435 1.222
O 35.602 27.448 45.004 -0.265 -0.182 -1.070
O 39.410 27.558 49.163 -2.781 3.000 0.039
H 38.571 26.434 44.900 -3.702 0.974 2.169
H 39.704 26.405 46.950 0.471 -0.158 -0.488
H 37.166 28.987 49.108 -0.360 -0.622 -0.568
H 35.458 28.667 47.339 -7.782 4.224 0.896
H 36.033 27.191 44.139 -0.408 0.407 1.750
H 40.071 26.895 49.249 0.344 -1.141 -1.034

***

123
Properties=species:S:1:pos:R:3:forces:R:3 method="wB97M-V/def2-TZVPD" e_lumo_ev=-0.16 e_above_lowest_kcal_mol=693.25 orbital_gap_ev=7.17 spin_multiplicity=1
Cl -12.471 5.177 16.124 1.407 -3.315 6.811
C -13.086 5.645 17.741 0.649 -1.078 1.065
C -12.058 6.442 18.564 -0.470 -0.212 -0.497
Cl -11.692 8.064 17.859 2.022 0.616 3.000
H -13.321 4.712 18.253 0.222 0.148 0.103
H -14.014 6.203 17.622 0.034 -1.243 0.726
H -11.130 5.875 18.639 -0.009 0.243 -0.060
H -12.458 6.639 19.559 0.006 -0.095 -0.080
Cl -11.239 5.344 11.820 1.394 -1.953 -0.904
C -9.699 6.231 11.611 -0.818 0.524 -2.471
C -10.028 7.344 10.576 1.100 -0.395 1.226
Cl -10.039 6.753 8.900 -0.149 -0.098 0.192
H -8.949 5.523 11.259 -0.006 0.099 -0.139
H -9.395 6.599 12.591 -0.918 0.305 -2.145
H -9.337 8.186 10.617 0.340 -0.204 0.009
H -10.985 7.769 10.876 1.774 -1.207 -0.434
Cl -14.191 11.424 14.148 -0.747 -0.186 3.365
C -14.479 10.117 15.364 0.937 -1.265 -0.072
C -13.480 8.877 15.233 -0.821 1.388 -0.056
Cl -13.796 7.588 16.442 -0.238 4.626 -1.948
H -15.470 9.746 15.103 -0.031 0.099 0.484
H -14.383 10.570 16.351 -0.335 -0.110 -0.130
H -12.419 9.084 15.379 -0.691 0.611 0.096
H -13.540 8.405 14.252 -0.355 0.335 0.480
N -15.915 3.708 17.511 0.342 0.610 1.345
C -15.171 3.137 18.477 -0.171 -0.309 -2.303
C -14.004 2.428 18.128 0.044 0.012 -0.257
C -13.520 2.471 16.817 -1.665 0.949 -0.738
C -14.268 3.248 15.862 -0.062 -2.895 1.424
C -15.469 3.796 16.238 1.519 -3.417 2.839
H -15.538 3.226 19.489 -0.052 -0.255 0.130
H -13.521 1.801 18.862 0.265 0.150 0.168
H -12.602 1.983 16.525 0.012 -0.188 0.072
H -14.099 3.328 14.798 0.873 -0.475 0.061
H -16.044 4.477 15.629 0.657 -1.629 -0.297
N -13.997 8.653 10.359 3.865 6.635 -12.629
C -14.916 9.238 9.491 2.052 1.305 -0.357
C -14.579 9.814 8.289 0.976 0.071 -0.153
C -13.228 9.799 7.873 -0.771 -0.252 0.313
C -12.297 9.187 8.676 0.085 -0.181 0.910
C -12.667 8.614 9.911 -3.657 -0.387 -2.596
H -15.928 9.285 9.865 0.834 -0.066 -0.951
H -15.326 10.271 7.657 -0.164 0.001 0.088
H -12.914 10.207 6.924 -0.119 0.194 -0.050
H -11.252 9.204 8.402 0.033 -0.179 -0.061
H -11.969 8.296 10.671 -2.015 -0.063 -1.896
N -12.007 9.164 11.996 2.620 6.418 3.159
C -10.954 9.348 12.886 -2.882 1.427 -0.761
C -10.783 10.564 13.612 0.354 -1.877 -1.177
C -11.581 11.623 13.304 0.816 0.657 -1.270
C -12.553 11.520 12.304 1.424 -1.227 0.150
C -12.780 10.243 11.732 1.782 3.236 0.909
H -10.452 8.429 13.151 -0.228 0.786 -1.039
H -10.035 10.675 14.384 0.229 -0.177 -0.232
H -11.285 12.539 13.794 -0.675 0.384 0.019
H -13.162 12.397 12.146 -0.127 -0.176 -0.662
H -13.553 10.177 10.980 0.657 0.775 0.938
N -9.167 8.353 14.431 1.813 -1.899 1.316
C -8.528 7.194 13.983 -1.521 4.038 2.036
C -9.144 5.981 14.102 0.081 -1.648 2.848
C -10.292 5.839 14.888 3.505 0.806 -0.562
C -10.859 6.992 15.431 1.589 1.852 0.042
C -10.310 8.235 15.173 2.515 -1.989 -0.312
H -7.645 7.393 13.393 0.135 -0.198 -0.005
H -8.731 5.128 13.584 0.083 -0.227 0.290
H -10.732 4.855 14.948 0.570 0.075 0.100
H -11.806 6.962 15.950 1.338 0.537 -0.661
H -10.793 9.133 15.528 0.575 -0.074 0.028
N -17.414 8.846 10.879 0.086 3.521 0.876
C -16.256 8.723 11.642 -4.942 3.020 -0.845
C -15.544 9.769 12.230 -2.899 -0.130 -1.022
C -15.979 11.045 11.861 1.499 -0.166 0.090
C -16.919 11.244 10.868 -1.565 -1.352 0.078
C -17.735 10.123 10.499 1.779 -0.600 0.768
H -16.040 7.709 11.943 -0.967 0.695 -0.757
H -14.723 9.534 12.890 -0.453 0.319 -0.184
H -15.387 11.815 12.332 -0.592 0.673 -0.686
H -17.140 12.214 10.448 0.003 0.129 0.169
H -18.548 10.235 9.797 -0.239 0.034 0.060
N -15.132 7.135 12.670 5.444 -6.888 5.079
C -13.910 7.558 12.268 0.100 -2.804 5.416
C -12.737 7.167 12.877 -0.600 -2.096 1.052
C -12.725 6.269 13.951 -2.603 -0.688 -2.506
C -13.959 5.730 14.355 -1.487 1.298 -3.307
C -15.098 6.154 13.636 0.859 1.784 -1.172
H -13.932 8.257 11.446 0.097 -0.754 3.069
H -11.836 7.550 12.419 -0.793 -1.448 1.046
H -11.782 5.902 14.328 -2.284 0.311 -1.645
H -14.015 5.002 15.150 -1.289 1.071 -1.586
H -16.085 5.843 13.944 1.595 -0.105 -1.712
N -17.413 5.761 9.032 2.303 1.002 -0.316
C -16.691 6.510 9.952 0.497 -1.143 -1.695
C -15.353 6.989 9.821 -3.451 -4.511 -2.512
C -14.728 6.638 8.594 -0.539 -1.200 0.733
C -15.358 5.746 7.676 -1.210 1.462 1.324
C -16.726 5.431 7.885 1.289 0.485 1.863
H -17.197 6.755 10.874 0.374 -0.032 -0.851
H -14.935 7.607 10.602 -1.363 -2.703 -0.957
H -13.720 6.994 8.443 0.187 -0.184 -0.314
H -14.899 5.371 6.773 0.290 0.211 0.018
H -17.161 4.801 7.123 -0.696 -0.012 0.207
N -19.358 4.358 12.125 1.151 0.367 0.275
C -19.385 3.146 12.683 1.478 -0.193 -0.456
C -18.208 2.424 12.966 0.141 0.355 -0.501
C -16.962 3.024 12.758 -1.181 -0.101 0.132
C -16.931 4.336 12.307 -0.403 -0.032 -1.170
C -18.133 4.958 11.924 -1.604 -1.811 1.041
H -20.334 2.654 12.842 -0.289 0.215 -0.023
H -18.240 1.378 13.233 -0.209 -0.004 0.314
H -16.070 2.453 12.972 0.195 0.137 -0.018
H -15.969 4.808 12.174 -0.278 0.012 -0.389
H -18.232 5.935 11.473 -0.103 -0.498 0.444
N -16.663 5.572 15.340 -5.562 5.190 0.351
C -17.921 5.336 14.880 1.035 0.226 1.119
C -18.898 6.305 14.858 -0.106 0.100 0.280
C -18.614 7.545 15.421 -0.846 0.107 -1.050
C -17.372 7.803 15.928 1.162 -0.891 0.161
C -16.388 6.811 15.813 -2.658 -0.491 1.333
H -18.074 4.335 14.504 -0.223 0.002 0.214
H -19.857 6.054 14.429 -0.071 0.188 -0.060
H -19.320 8.359 15.339 -0.357 -0.090 0.279
H -17.158 8.727 16.444 0.121 0.170 -0.137
H -15.417 7.033 16.232 -1.650 -0.918 -0.753